A 2-piece molecular cluster, C4H10O2S overall at a distorted geometry. Source: OMol25; level of theory: ωB97M-V/def2-TZVPD.

Computed properties:
Energy above the lowest of the compared OMol25 structures with the same formula, charge and spin   82.2 kcal per mole
Highest occupied orbital energy   -8.0 eV
SMILES   C=CO.CCSO
LUMO energy   0.0270 Eh
HOMO-LUMO gap   8.749 eV

The geometry in ORCA input format:
```
! wB97M-V def2-TZVPD RIJCOSX def2/J DEFGRID3
* xyz 0 1
C -0.4550 3.8352 -2.7491
C -0.3677 2.5687 -2.4007
O -0.2154 1.9094 -1.2060
H -0.5447 4.0805 -3.7225
H -0.2976 4.5614 -1.9301
H -0.4119 1.6606 -3.1340
H 0.3467 2.4984 -0.6755
C 0.0243 -2.2988 2.6915
C 0.4219 -2.9596 1.3804
S -0.5500 -1.9620 0.2366
O 0.4781 -0.6142 0.3617
H 0.0494 -2.8981 3.5791
H 0.6842 -1.5459 3.0443
H -0.8977 -1.8292 2.6652
H 0.0616 -3.9984 1.4340
H 1.4695 -2.8050 0.9045
H 0.2043 -0.2029 -0.4794
*
```